# 1
Here is a molecular structure, C44H42NO3P2Sc in a non-equilibrium geometry from the Open Molecules 2025 dataset. Energies are from ωB97M-V/def2-TZVPD.

Calculated values
electronic energy: -3425.4328 a.u.
frontier orbital gap: 8.2633 eV
relative energy (zero: lowest compared OMol25 entry of this formula, charge and spin): 0.0 kcal per mole
lowest unoccupied orbital energy: -5.093 eV

Structure (ORCA input):
```
! wB97M-V def2-TZVPD RIJCOSX def2/J DEFGRID3
* xyz 2 1
Sc -0.75 0.62 1.09
C 1.40 -0.38 -5.16
C 1.57 -1.15 -3.84
C 2.40 -2.42 -4.09
C 0.23 -1.58 -3.28
C -0.63 -2.35 -4.06
C -1.79 -2.90 -3.54
C -2.09 -2.73 -2.20
C -1.26 -1.96 -1.40
P -1.56 -1.75 0.36
C -0.06 -2.34 1.22
C 0.01 -2.06 2.59
C 1.08 -2.50 3.35
C 2.09 -3.23 2.75
C 2.04 -3.51 1.38
C 0.97 -3.06 0.62
C -2.91 -2.82 0.87
C -2.82 -4.21 0.75
C -3.86 -5.00 1.20
C -4.99 -4.41 1.78
C -5.07 -3.04 1.91
C -4.03 -2.24 1.46
C -0.15 -1.33 -1.98
O 0.54 -0.44 -1.16
C 1.78 0.06 -1.59
C 2.47 0.89 -0.70
C 3.74 1.34 -1.05
C 4.30 0.99 -2.26
C 3.57 0.21 -3.14
C 2.30 -0.28 -2.83
P 1.71 1.52 0.80
C 2.95 1.40 2.11
C 3.45 0.14 2.42
C 4.39 0.00 3.43
C 4.84 1.11 4.13
C 4.34 2.37 3.82
C 3.40 2.52 2.81
C 1.37 3.27 0.53
C 0.71 3.95 1.56
C 0.35 5.28 1.42
C 0.64 5.95 0.23
C 1.28 5.28 -0.80
C 1.65 3.94 -0.66
H 0.93 -1.00 -5.92
H 2.36 -0.07 -5.56
H 0.78 0.52 -5.02
H 1.89 -3.07 -4.81
H 2.55 -2.98 -3.17
H 3.38 -2.17 -4.50
H -0.37 -2.55 -5.09
H -2.45 -3.49 -4.18
H -2.95 -3.21 -1.77
H -0.81 -1.54 3.09
H 1.12 -2.29 4.41
H 2.92 -3.60 3.34
H 2.82 -4.09 0.92
H 0.93 -3.30 -0.43
H -1.94 -4.67 0.31
H -3.80 -6.07 1.11
H -5.80 -5.04 2.13
H -5.94 -2.59 2.37
H -4.08 -1.16 1.58
H 4.29 1.96 -0.35
H 5.29 1.33 -2.53
H 4.00 -0.05 -4.10
H 3.11 -0.73 1.87
H 4.79 -0.98 3.66
H 5.57 1.00 4.91
H 4.69 3.24 4.35
H 3.04 3.51 2.56
H 0.49 3.44 2.49
H -0.14 5.80 2.23
H 0.36 6.99 0.12
H 1.51 5.80 -1.72
H 2.15 3.44 -1.47
C -4.48 3.19 -1.96
N -3.64 2.30 -1.14
C -4.25 1.06 -0.67
C -2.40 2.60 -0.91
O -1.60 1.87 -0.27
H -4.81 2.66 -2.85
H -3.91 4.07 -2.26
H -5.35 3.51 -1.38
H -5.31 1.24 -0.52
H -3.79 0.76 0.27
H -4.12 0.27 -1.41
H -2.04 3.55 -1.31
C -2.79 1.24 4.02
C -1.94 1.02 2.85
O -0.69 1.20 2.93
H -2.24 1.48 4.93
H -3.43 0.37 4.16
H -3.47 2.06 3.76
*
```

---

# 2
Here is 2 unconnected molecules or ions with the total composition C22H25F19N6O8P3 in a non-equilibrium geometry from the Open Molecules 2025 dataset. Energies are from ωB97M-V/def2-TZVPD.

Calculated values
electronic energy: -4705.2079 a.u.
frontier orbital gap: 9.0658 eV
lowest unoccupied orbital energy: -3.049 eV

Structure (ORCA input):
```
! wB97M-V def2-TZVPD RIJCOSX def2/J DEFGRID3
* xyz 1 1
C 2.85 -3.70 1.19
P 3.05 -2.26 2.35
C 4.84 -1.77 2.56
N 2.09 -0.85 1.86
C 1.13 -0.40 2.71
C 0.75 -0.99 4.05
C -0.80 -1.09 4.30
C -1.62 -1.57 3.07
F -0.91 -2.46 2.28
F -2.03 -0.47 2.38
C -2.84 -2.42 3.62
F -3.37 -1.85 4.72
F -2.27 -3.59 4.05
C -3.91 -2.79 2.52
F -3.50 -2.51 1.25
F -4.05 -4.15 2.56
C -5.34 -2.20 2.76
F -5.84 -2.83 3.85
F -5.31 -0.87 3.03
C -6.30 -2.34 1.50
F -5.97 -1.31 0.67
F -6.08 -3.48 0.80
C -7.83 -2.35 1.89
F -8.06 -3.60 2.38
F -8.10 -1.52 2.92
C -8.81 -2.17 0.69
F -8.63 -3.08 -0.29
F -10.06 -2.41 1.18
C -8.86 -0.72 0.04
F -10.16 -0.38 -0.09
F -8.29 0.23 0.78
F -8.37 -0.72 -1.21
N 0.52 0.69 2.15
C 1.16 0.83 0.95
N 0.77 1.82 0.12
C 1.33 2.17 -1.18
P 2.91 3.18 -1.08
O 3.55 3.11 0.25
O 3.92 2.59 -2.23
O 2.54 4.71 -1.52
N -0.31 2.61 0.58
C 0.01 4.00 0.59
O -0.46 4.81 -0.07
F 1.00 4.38 1.43
C -1.52 2.32 -0.13
O -2.50 2.82 0.22
F -1.57 1.46 -1.16
N 2.13 -0.08 0.72
C 3.03 -0.37 -0.37
P 2.18 -1.41 -1.71
O 2.81 -2.73 -1.84
O 2.34 -0.63 -3.15
O 0.59 -1.47 -1.31
H 3.67 -3.69 0.44
H 1.84 -3.66 0.73
H 2.95 -4.64 1.77
H 5.24 -2.27 3.47
H 4.90 -0.67 2.77
H 5.44 -1.99 1.65
H 1.16 -0.31 4.84
H 1.19 -1.98 4.25
H -0.94 -1.81 5.13
H -1.25 -0.14 4.66
H 1.55 1.30 -1.84
H 0.62 2.79 -1.78
H 4.79 2.39 -1.84
H 3.11 4.95 -2.28
H 3.46 0.51 -0.88
H 3.89 -0.99 -0.06
H 1.45 -0.65 -3.55
H 0.53 -2.13 -0.59
C 4.65 2.39 -6.79
C 4.95 3.88 -6.70
C 6.30 4.18 -6.04
C 6.33 3.65 -4.66
N 6.35 3.24 -3.60
H 4.58 1.93 -5.80
H 3.69 2.22 -7.28
H 5.42 1.87 -7.36
H 4.15 4.37 -6.13
H 4.93 4.31 -7.70
H 6.47 5.25 -6.01
H 7.11 3.72 -6.62
*
```

---

# 3
Here is a molecular structure, C23H21AsF6N2O5PPbS2 from the Open Molecules 2025 dataset. Energies are from ωB97M-V/def2-TZVPD.

Calculated values
electronic energy: -5539.9429 a.u.
frontier orbital gap (alpha / beta): 8.8175 / 5.4911 eV
relative energy (zero: lowest compared OMol25 entry of this formula, charge and spin): 8.8 kcal per mole
lowest unoccupied orbital energy (alpha / beta): -5.894 / -9.215 eV
expectation value of S²: 0.7540

Structure (ORCA input):
```
! wB97M-V def2-TZVPD RIJCOSX def2/J DEFGRID3
* xyz 2 2
Pb 0.34 -1.80 0.06
O -3.44 -3.01 -5.04
C -2.70 -2.71 -3.98
C -2.82 -3.33 -2.74
C -1.97 -2.94 -1.72
N -1.05 -1.99 -1.87
C -0.97 -1.36 -3.06
C -1.76 -1.68 -4.13
C 0.04 -0.27 -3.25
O 0.08 0.51 -4.14
O 0.96 -0.25 -2.21
C -2.09 -3.59 -0.35
O -3.05 -4.28 -0.10
O -1.13 -3.32 0.49
H -4.06 -3.73 -4.86
H -3.54 -4.11 -2.55
H -1.67 -1.15 -5.07
F 2.27 0.44 1.91
As 1.79 -1.18 4.08
F 0.55 -0.03 4.25
F 2.87 -0.03 4.69
F 1.55 -2.18 5.39
F 3.08 -1.90 3.26
F 0.75 -1.96 2.94
C 3.90 2.18 0.82
P 2.25 1.48 0.71
C 1.00 2.63 1.17
C 0.06 3.12 0.27
C -0.86 4.07 0.69
C -0.84 4.50 2.00
C 0.08 3.99 2.92
C 1.00 3.04 2.52
C 2.11 0.52 -2.29
C 3.31 -0.13 -1.99
C 4.50 0.57 -2.13
C 4.49 1.90 -2.55
C 3.30 2.54 -2.82
C 2.09 1.86 -2.69
H 3.86 3.20 0.44
H 4.64 1.60 0.28
H 4.14 2.18 1.89
H 0.03 2.74 -0.75
H -1.59 4.46 -0.01
H -1.56 5.24 2.33
H 0.07 4.33 3.94
H 1.70 2.63 3.23
H 3.29 -1.17 -1.71
H 5.44 0.07 -1.93
H 5.43 2.42 -2.69
H 3.30 3.56 -3.17
H 1.16 2.33 -2.99
S -1.36 0.11 0.98
C -2.68 -0.88 1.45
N -2.69 -1.67 2.48
C -3.95 -2.34 2.82
C -4.83 -2.24 1.58
S -4.17 -0.85 0.59
H -1.85 -1.78 3.04
H -4.39 -1.83 3.68
H -3.75 -3.38 3.09
H -5.87 -2.03 1.83
H -4.76 -3.13 0.97
*
```

---

# 4
Here is a gas-phase ion, C7H14N3 (charge +1) in a non-equilibrium geometry from the Open Molecules 2025 dataset. Energies are from ωB97M-V/def2-TZVPD.

Calculated values
electronic energy: -439.0522 a.u.
frontier orbital gap: 11.0142 eV
relative energy (zero: lowest compared OMol25 entry of this formula, charge and spin): 85.4 kcal per mole
SMILES: Cc1nc(C(C)C)[n+](C)[nH]1
lowest unoccupied orbital energy: -3.466 eV

Structure (ORCA input):
```
! wB97M-V def2-TZVPD RIJCOSX def2/J DEFGRID3
* xyz 1 1
C 0.15 2.64 -2.53
C -0.01 1.65 -1.42
N 0.81 0.68 -1.29
C 0.04 -0.07 0.18
C 0.61 -1.21 0.88
C 2.05 -0.87 1.31
C 0.64 -2.35 -0.14
N -1.06 0.54 0.26
C -2.09 0.46 1.30
N -1.06 1.68 -0.55
H 1.23 2.88 -2.77
H -0.45 2.31 -3.37
H -0.22 3.69 -2.25
H 0.03 -1.52 1.81
H 2.52 -1.79 1.58
H 1.95 -0.20 2.24
H 2.72 -0.42 0.54
H -0.34 -2.30 -0.69
H 0.73 -3.30 0.27
H 1.48 -2.09 -0.80
H -2.87 0.92 0.80
H -2.11 -0.58 1.45
H -1.74 1.07 2.17
H -1.91 2.15 -0.69
*
```

---

# 5
Here is 9 unconnected molecules or ions with the total composition C44H78ClN2O13P in a non-equilibrium geometry from the Open Molecules 2025 dataset. Energies are from ωB97M-V/def2-TZVPD.

Calculated values
electronic energy: -3612.4318 a.u.
frontier orbital gap: 6.8975 eV
SMILES: CCOCc1c(C)c2c(c(CCCCCCCOC)c1P(N)O)C(=O)N(Cl)C2=O.CC(C)=O.CC(C)=O.CC(C)=O.CC(C)=O.CC(C)=O.CC(C)=O.CC(C)=O.CC(C)=O
lowest unoccupied orbital energy: -0.357 eV

Structure (ORCA input):
```
! wB97M-V def2-TZVPD RIJCOSX def2/J DEFGRID3
* xyz 0 1
C 0.24 -1.00 2.79
C -0.32 -1.82 1.62
O 0.61 -1.89 0.54
C -0.01 -2.47 -0.60
C -0.05 -1.57 -1.85
C 0.07 -2.26 -3.09
C 0.20 -3.78 -3.19
C 0.03 -1.58 -4.29
C -0.13 -0.18 -4.27
C -0.24 0.55 -3.11
C -0.38 2.06 -3.25
C -1.76 2.62 -2.89
C -2.93 1.98 -3.71
C -3.75 1.03 -2.81
C -5.17 0.76 -3.37
C -6.24 0.68 -2.26
C -7.44 -0.17 -2.65
O -7.03 -1.52 -2.83
C -8.00 -2.24 -3.57
C -0.22 -0.16 -1.87
P -0.41 0.75 -0.22
N 0.34 2.29 -0.25
O -2.05 1.09 -0.04
C -0.15 0.25 -5.70
O -0.15 1.33 -6.23
N -0.23 -0.96 -6.47
Cl 0.57 -0.90 -7.98
C 0.10 -2.11 -5.70
O 0.34 -3.20 -6.11
H 0.93 -0.24 2.43
H 0.68 -1.65 3.56
H -0.61 -0.47 3.23
H -1.22 -1.29 1.27
H -0.65 -2.82 1.92
H 0.53 -3.39 -0.80
H -1.04 -2.79 -0.39
H 1.28 -4.00 -3.15
H -0.23 -4.30 -2.34
H -0.17 -4.14 -4.14
H 0.42 2.59 -2.74
H -0.23 2.29 -4.31
H -1.74 3.69 -3.17
H -2.00 2.60 -1.82
H -2.56 1.49 -4.61
H -3.60 2.81 -3.98
H -3.21 0.07 -2.78
H -3.85 1.40 -1.79
H -5.13 -0.22 -3.88
H -5.47 1.51 -4.10
H -6.60 1.69 -2.05
H -5.81 0.28 -1.33
H -8.15 -0.16 -1.81
H -7.92 0.18 -3.58
H -8.11 -1.78 -4.57
H -8.97 -2.28 -3.06
H -7.66 -3.26 -3.73
H -0.25 3.01 -0.67
H 1.21 2.27 -0.80
H -2.50 0.24 -0.21
C 3.70 4.72 -0.05
C 3.58 3.90 -1.30
C 4.74 3.94 -2.27
O 2.60 3.23 -1.52
H 2.80 4.60 0.55
H 4.56 4.40 0.53
H 3.81 5.78 -0.31
H 5.64 3.58 -1.78
H 4.89 4.96 -2.62
H 4.52 3.30 -3.12
C 0.14 4.07 4.87
C 0.53 4.69 3.55
C -0.04 4.06 2.31
O 1.28 5.64 3.50
H 0.62 4.61 5.69
H -0.94 4.12 5.00
H 0.47 3.02 4.91
H -1.13 4.11 2.34
H 0.28 3.02 2.24
H 0.32 4.59 1.43
C -4.73 -5.31 -5.28
C -4.20 -4.02 -4.71
C -2.94 -3.46 -5.34
O -4.75 -3.45 -3.80
H -5.64 -5.59 -4.75
H -4.98 -5.18 -6.34
H -3.99 -6.10 -5.17
H -3.11 -3.26 -6.39
H -2.12 -4.18 -5.22
H -2.67 -2.54 -4.83
C -1.53 -7.04 0.78
C -1.13 -6.51 -0.56
C -1.72 -7.17 -1.78
O -0.35 -5.58 -0.66
H -1.03 -6.48 1.57
H -2.61 -6.95 0.92
H -1.25 -8.09 0.87
H -2.81 -7.08 -1.76
H -1.44 -8.22 -1.81
H -1.35 -6.68 -2.68
C 3.80 0.31 6.13
C 2.35 -0.11 6.15
C 2.05 -1.54 6.55
O 1.47 0.66 5.85
H 3.86 1.35 5.82
H 4.23 0.21 7.13
H 4.36 -0.30 5.42
H 2.40 -1.72 7.56
H 2.54 -2.23 5.86
H 0.98 -1.70 6.51
C 2.71 8.91 7.70
C 2.40 7.88 6.64
C 3.40 7.71 5.52
O 1.39 7.21 6.69
H 1.91 8.93 8.44
H 3.65 8.67 8.20
H 2.78 9.90 7.24
H 4.36 7.42 5.93
H 3.50 8.65 4.97
H 3.05 6.94 4.84
C 4.95 4.62 3.99
C 4.90 3.25 3.36
C 5.00 3.18 1.86
O 4.79 2.25 4.03
H 4.88 4.53 5.07
H 5.90 5.11 3.74
H 4.12 5.23 3.62
H 5.94 3.61 1.52
H 4.17 3.72 1.41
H 4.95 2.14 1.55
C 2.63 -5.90 0.20
C 2.80 -6.63 1.52
C 3.97 -7.58 1.63
O 2.03 -6.46 2.44
H 1.76 -5.26 0.26
H 3.51 -5.29 0.00
H 2.49 -6.62 -0.60
H 4.91 -7.03 1.49
H 3.89 -8.37 0.89
H 3.97 -8.03 2.62
*
```

---

# 6
Here is C5H6ClNO2S in the gas phase in a non-equilibrium geometry from the Open Molecules 2025 dataset. Energies are from ωB97M-V/def2-TZVPD.

Calculated values
electronic energy: -1257.6356 a.u.
frontier orbital gap: 6.3618 eV
relative energy (zero: lowest compared OMol25 entry of this formula, charge and spin): 39.3 kcal per mole
lowest unoccupied orbital energy: -1.843 eV

Structure (ORCA input):
```
! wB97M-V def2-TZVPD RIJCOSX def2/J DEFGRID3
* xyz 0 1
C 0.82 1.02 -0.04
C 1.55 -2.12 -0.18
C -0.35 0.01 0.13
C -1.07 -0.22 -1.18
C -1.26 0.44 1.26
N 1.97 0.56 0.34
O 0.45 2.11 -0.46
O 2.43 -2.56 -0.78
S 0.31 -1.74 0.73
Cl 3.34 1.55 0.11
H -0.45 -0.77 -1.89
H -1.28 0.76 -1.61
H -2.01 -0.75 -1.03
H -2.07 -0.27 1.41
H -1.69 1.41 0.99
H -0.70 0.56 2.18
*
```

---

# 7
Here is a molecular structure, C9H13O7PRh in a non-equilibrium geometry from the Open Molecules 2025 dataset. Energies are from ωB97M-V/def2-TZVPD.

Calculated values
electronic energy: -1327.9873 a.u.
frontier orbital gap (alpha / beta): 8.4870 / 5.1508 eV
lowest unoccupied orbital energy (alpha / beta): -11.634 / -15.898 eV
expectation value of S²: 6.0181

Structure (ORCA input):
```
! wB97M-V def2-TZVPD RIJCOSX def2/J DEFGRID3
* xyz 3 5
Rh -1.70 -0.21 -2.40
C -2.44 -1.76 -1.61
O -2.84 -2.72 -1.08
C -1.91 0.80 -4.00
O -2.02 1.43 -4.97
C 0.19 -0.49 -2.50
O 1.33 -0.59 -2.68
C -2.01 1.20 -1.14
O -2.19 2.06 -0.39
C 1.74 3.07 -0.84
H 1.26 3.31 0.12
H 2.62 2.42 -0.75
C 1.40 3.69 -2.00
H 1.87 3.44 -2.96
H 0.49 4.30 -2.07
C 1.79 0.37 2.79
O 1.63 -0.75 1.89
P 0.56 -0.49 0.60
O 0.32 -2.01 0.01
C 0.49 -3.18 0.83
O -0.86 -0.21 1.40
C -1.57 -1.14 2.23
H 0.83 0.90 2.97
H 2.53 1.07 2.38
H 2.16 -0.03 3.75
H 1.15 -3.84 0.27
H 0.95 -2.93 1.80
H -0.48 -3.66 0.99
H -2.20 -1.80 1.61
H -0.91 -1.76 2.88
H -2.21 -0.51 2.86
*
```

---

The lowest electronic energy belongs to which entry?
C23H21AsF6N2O5PPbS2

---

What is the formula in the fourth record?
C7H14N3

---

Which value of electronic energy does entry 5 give?
-3612.4318 a.u.

---

Among the records above, which one has the lowest electronic energy?
C23H21AsF6N2O5PPbS2